# 1
Entry from OMol25: a molecular structure, C26H43Cl2N2PSW at a distorted geometry (ωB97M-V/def2-TZVPD).

Orbital gap (spin up / spin down)   6.042 / 6.112 eV
Total energy   -77635.47950 eV
Total charge   0
Relative energy (zero: lowest compared OMol25 entry of this formula, charge and spin)   15.2 kcal/mol
2S+1   3

Each line ends with the Mulliken spin population.
Positions of all 76 atoms, in Å:
P (-0.02249, -0.22462, -2.77802)  -0.0006
C (1.04547, 1.16276, -3.36261)  -0.0011
C (1.58874, 0.96085, -4.77315)  0.0001
C (2.54933, 2.10999, -5.12480)  0.0000
C (1.92739, 3.49371, -4.89709)  0.0000
C (1.37522, 3.65175, -3.47560)  0.0000
C (0.37799, 2.53350, -3.16353)  -0.0012
C (-1.75897, -0.13330, -3.40238)  0.0094
C (-1.87207, -0.11964, -4.91985)  0.0018
C (-3.34322, -0.35633, -5.29112)  0.0001
C (-4.28684, 0.66272, -4.63476)  -0.0001
C (-4.06821, 0.81658, -3.11962)  -0.0018
C (-2.59206, 0.99653, -2.76734)  -0.0086
C (0.70379, -1.84457, -3.29747)  -0.0023
C (2.12012, -2.00303, -2.71364)  0.0011
C (2.77565, -3.29424, -3.20375)  0.0016
C (1.92790, -4.53170, -2.88278)  -0.0003
C (0.47189, -4.37259, -3.33844)  0.0009
C (-0.14244, -3.05423, -2.85950)  0.0009
H (1.89350, 1.10173, -2.65070)  0.0033
H (0.75788, 0.91711, -5.49163)  0.0003
H (2.12537, 0.00519, -4.85589)  0.0001
H (2.87655, 2.00176, -6.16663)  0.0001
H (3.43413, 2.01738, -4.47901)  0.0000
H (2.67801, 4.26899, -5.08464)  0.0000
H (1.11634, 3.65790, -5.61660)  0.0000
H (2.19860, 3.59966, -2.75095)  0.0005
H (0.87717, 4.62217, -3.35470)  0.0000
H (-0.00844, 2.63878, -2.13878)  -0.0011
H (-0.48188, 2.61423, -3.84136)  0.0001
H (-2.17885, -1.08455, -3.02624)  0.0009
H (-3.62819, -1.36028, -4.94221)  0.0000
H (-1.24170, -0.89731, -5.37192)  0.0000
H (-1.52746, 0.84944, -5.31261)  0.0000
H (-3.45458, -0.33347, -6.38185)  0.0000
H (-5.32439, 0.35723, -4.81004)  0.0000
H (-4.16409, 1.64103, -5.11813)  0.0001
H (-4.63557, 1.67613, -2.73740)  0.0002
H (-4.44608, -0.07973, -2.60747)  0.0005
H (-2.44793, 1.01156, -1.67892)  0.0043
H (-2.24496, 1.97011, -3.13945)  -0.0008
H (0.72874, -1.76406, -4.40109)  0.0003
H (2.75940, -1.14967, -2.97118)  -0.0033
H (2.05089, -2.01815, -1.61326)  -0.0010
H (2.90778, -3.23102, -4.29140)  0.0000
H (3.77471, -3.38755, -2.76154)  -0.0001
H (1.94294, -4.71061, -1.79960)  -0.0002
H (2.36588, -5.41344, -3.36357)  0.0000
H (-0.13379, -5.21393, -2.97804)  0.0000
H (0.44376, -4.40256, -4.43562)  0.0001
H (-1.16756, -2.98128, -3.24078)  -0.0016
H (-0.21438, -3.06890, -1.76128)  -0.0004
W (-0.68215, -0.50176, 1.39471)  1.9040
Cl (-2.08317, -1.77769, 0.19997)  0.0428
Cl (1.50366, -0.52413, 0.83037)  0.1009
C (-0.85789, 1.31260, 0.67050)  -0.1255
H (0.01905, 1.70752, 0.13034)  0.0362
C (-1.95814, 2.26900, 0.75114)  -0.0487
C (-3.28768, 1.81937, 0.92851)  -0.0152
C (-4.31100, 2.72819, 1.21745)  0.0303
C (-4.04948, 4.10287, 1.28260)  -0.0398
C (-2.75229, 4.55840, 1.00982)  0.0238
C (-1.72229, 3.67320, 0.71110)  -0.0351
H (-3.49559, 0.75290, 0.85584)  -0.0095
H (-5.32288, 2.35747, 1.40521)  0.0013
H (-2.54609, 5.62770, 1.04857)  0.0010
H (-0.71159, 4.03391, 0.49422)  -0.0025
H (-4.83783, 4.80343, 1.55506)  -0.0032
N (0.93842, 0.75058, 5.08186)  0.0038
C (0.67027, -0.28034, 4.28992)  0.0589
N (1.58466, -1.22985, 4.07869)  0.0112
S (-0.99041, -0.34114, 3.61765)  0.0569
H (1.84933, 0.88392, 5.51079)  0.0025
H (0.23363, 1.46836, 5.18358)  0.0048
H (1.47298, -1.94114, 3.36265)  -0.0024
H (2.42175, -1.27038, 4.65227)  0.0011

***

# 2
Entry from OMol25: a molecular structure, C36H29N5Sn at a distorted geometry (ωB97M-V/def2-TZVPD).

Orbital gap   5.527 eV
Total energy   -51071.05195 eV
Total charge   +2
Relative energy (zero: lowest compared OMol25 entry of this formula, charge and spin)   49.7 kcal/mol

Each line ends with the Löwdin charge.
Positions of all 71 atoms, in Å:
Sn (0.27614, 0.33389, 0.32276)  1.4551
C (0.17013, 2.33846, -3.93314)  -0.0194
C (0.59739, 2.06388, -2.62748)  -0.1049
N (0.55800, 0.85322, -2.10297)  0.0382
C (0.07493, -0.17716, -2.83482)  -0.1923
C (-0.40930, 0.01042, -4.14506)  -0.1466
C (-0.35142, 1.31534, -4.68030)  0.0340
C (-0.87037, -1.10723, -4.87546)  -0.0238
C (-0.82022, -2.34847, -4.30786)  -0.0397
C (-0.33018, -2.54132, -2.99855)  0.0133
C (0.09859, -1.47517, -2.23255)  -0.2571
N (0.65634, -1.47776, -0.98774)  -0.0305
C (1.07604, -2.52454, -0.19335)  -0.2382
C (0.66876, -3.83905, -0.16972)  0.0119
C (1.37412, -4.79839, 0.59039)  -0.0386
C (2.46496, -4.44854, 1.33266)  -0.0121
C (2.85604, -3.09153, 1.41280)  -0.1365
C (3.94527, -2.63502, 2.18561)  0.0301
C (4.23936, -1.29784, 2.22002)  -0.0279
C (3.41752, -0.40991, 1.51298)  -0.1063
N (2.41682, -0.80957, 0.75456)  0.0175
C (2.13337, -2.13356, 0.68134)  -0.1835
H (0.24503, 3.34333, -4.32303)  0.1192
H (0.98159, 2.85845, -1.99710)  0.1202
H (-0.71952, 1.49373, -5.68310)  0.1346
H (-1.21372, -0.97312, -5.89272)  0.1234
H (-1.14266, -3.21130, -4.87469)  0.1209
H (-0.25801, -3.54728, -2.61911)  0.0985
H (-0.21712, -4.14684, -0.70404)  0.1072
H (1.04501, -5.82826, 0.57177)  0.1196
H (3.02924, -5.19582, 1.87507)  0.1254
H (4.53673, -3.34827, 2.74619)  0.1351
H (5.06700, -0.91438, 2.79917)  0.1199
H (3.59372, 0.65826, 1.56996)  0.1185
C (0.26045, 4.34651, 2.42813)  0.0106
C (0.56775, 3.03799, 2.04883)  -0.0662
N (-0.13127, 2.41099, 1.11621)  0.0026
C (-1.21293, 3.00567, 0.56538)  -0.1452
C (-1.57489, 4.31747, 0.86492)  -0.1112
C (-0.78854, 4.99349, 1.81886)  0.0571
C (-2.71290, 4.89388, 0.20430)  0.0211
C (-3.44969, 4.16338, -0.66019)  0.0216
C (-3.14348, 2.78135, -0.91019)  -0.1122
C (-3.92962, 1.95038, -1.73397)  0.0565
C (-3.59879, 0.62592, -1.87919)  0.0175
C (-2.48768, 0.12468, -1.19801)  -0.0610
N (-1.72754, 0.89122, -0.42774)  0.0109
C (-2.03436, 2.20587, -0.29532)  -0.1447
H (0.86010, 4.83590, 3.18167)  0.1295
H (1.39121, 2.49494, 2.49559)  0.1256
H (-1.03148, 6.01589, 2.08006)  0.1410
H (-2.96931, 5.92293, 0.41847)  0.1343
H (-4.30918, 4.59611, -1.15496)  0.1340
H (-4.79943, 2.36203, -2.23061)  0.1402
H (-4.18670, -0.03858, -2.49537)  0.1314
H (-2.21619, -0.92082, -1.27328)  0.1308
C (-0.99422, -1.43978, 5.38671)  -0.0343
C (0.28837, -0.75498, 4.89524)  -0.6149
C (1.50184, -1.66904, 5.11694)  -0.0335
C (0.49397, 0.57912, 5.63011)  -0.0419
C (0.16084, -0.47171, 3.45981)  -0.0822
C (0.04709, -0.25651, 2.27408)  -0.1121
H (-0.90371, -1.64983, 6.45268)  0.0967
H (-1.15708, -2.38216, 4.86411)  0.0921
H (-1.86494, -0.80286, 5.23147)  0.0916
H (1.67825, -1.78282, 6.18708)  0.0973
H (2.39985, -1.24532, 4.66618)  0.0744
H (1.32768, -2.65750, 4.69059)  0.0909
H (0.53351, 0.40117, 6.70477)  0.0953
H (-0.32696, 1.26806, 5.42670)  0.0873
H (1.43395, 1.04758, 5.33139)  0.0842

***

# 3
Entry from OMol25: a molecular structure, C25H43F3HfIN3O5S at a distorted geometry (ωB97M-V/def2-TZVPD).

Orbital gap   2.289 eV
Total energy   -69670.80983 eV
Total charge   +4

Each line ends with the Löwdin charge.
Positions of all 82 atoms, in Å:
C (-6.96355, -0.79619, 3.22471)  0.0633
C (-5.80800, -0.46590, 3.64844)  -0.2646
C (-4.29284, -0.12781, 3.84602)  -0.1686
C (-3.42673, -1.02566, 2.90525)  -0.1357
C (-2.07486, -0.34218, 2.54788)  -0.1830
C (-1.85005, -0.05647, 1.03728)  -0.6650
I (-0.75569, -1.82311, 0.26509)  1.0642
O (-3.02384, -0.09843, 0.24406)  -0.1044
C (-2.94430, 0.85737, -0.78560)  -0.4335
O (-3.29094, 0.64466, -1.88369)  0.2483
C (-2.30409, 2.06901, -0.10416)  -0.2881
C (-3.25780, 2.65222, 0.96239)  -0.0478
C (-4.75619, 2.70529, 0.54577)  -0.5704
N (-5.45427, 3.71124, 1.43804)  0.1039
N (-5.45667, 1.40149, 0.78163)  0.0826
N (-4.96992, 3.13241, -0.81325)  0.1399
S (-1.47657, 3.35414, -1.09267)  0.8371
O (-0.29300, 2.80027, -1.70767)  -0.2388
O (-1.16355, 4.41567, -0.16060)  -0.2477
C (-2.55107, 4.12997, -2.40560)  -0.7130
F (-3.27309, 5.09056, -1.87820)  0.1749
F (-3.27803, 3.26589, -3.06346)  0.1832
F (-1.69128, 4.67689, -3.23166)  0.1993
C (-1.13035, 1.28101, 0.59068)  -0.2681
C (-0.27270, 2.00434, 1.61593)  -0.1312
C (0.95342, 1.11327, 2.02094)  -0.1439
C (2.01960, 1.25128, 0.88877)  -0.1768
C (2.92495, 0.01142, 0.66290)  -0.1733
C (4.34521, 0.60046, 0.30107)  -0.1679
C (5.47381, -0.42406, 0.10531)  -0.1641
C (5.24416, -1.58393, -0.85523)  -0.1675
C (4.90525, -1.00925, -2.28359)  -0.1266
C (5.10914, -2.07045, -3.37511)  -0.1297
C (3.87324, -2.92263, -3.67444)  -0.1413
C (4.10028, -4.42799, -3.66499)  -0.0381
C (4.85938, -4.94161, -2.33542)  -0.0933
O (4.06109, -5.75406, -1.58305)  0.0405
C (2.96111, -5.11816, -0.96512)  0.0211
H (-7.80716, -1.12997, 2.64334)  0.0764
H (-4.03800, -0.27044, 4.89568)  0.1415
H (-4.16636, 0.96870, 3.58106)  0.0670
H (-4.01120, -1.33357, 2.03759)  0.1180
H (-3.24747, -1.93292, 3.48358)  0.1388
H (-1.24405, -0.94899, 2.89411)  0.0851
H (-2.00122, 0.59167, 3.11669)  0.1098
H (-3.19947, 2.07965, 1.89417)  0.1031
H (-2.96575, 3.67201, 1.23235)  0.1388
H (-4.86268, 3.98926, 2.22346)  0.0888
H (-6.26226, 3.22505, 1.83285)  -0.0248
H (-4.89517, 0.81150, 1.39519)  0.0310
H (-5.46256, 0.87868, -0.09496)  0.1242
H (-5.77176, 2.65064, -1.20913)  0.1185
H (-5.21099, 4.11835, -0.79213)  0.1148
H (-0.50047, 0.94567, -0.23752)  0.0961
H (0.16479, 2.92750, 1.23956)  0.1221
H (-0.83586, 2.25404, 2.52095)  0.1183
H (0.68545, 0.07394, 2.20273)  0.0682
H (1.39369, 1.58755, 2.89776)  0.1275
H (2.69616, 2.06867, 1.15505)  0.1232
H (1.58372, 1.51603, -0.07956)  0.1094
H (2.61329, -0.59879, -0.19426)  0.0786
H (2.98801, -0.62554, 1.54851)  0.1204
H (4.67054, 1.25507, 1.11086)  0.1264
H (4.26802, 1.19250, -0.61675)  0.1296
H (5.86644, -0.83349, 1.05056)  0.1558
H (6.31331, 0.16203, -0.33178)  0.1598
H (4.41789, -2.21949, -0.47939)  0.1154
H (6.14749, -2.19536, -0.90757)  0.1212
H (5.60559, -0.20016, -2.49676)  0.1342
H (3.88579, -0.61733, -2.27575)  0.1244
H (5.97361, -2.72734, -3.17857)  0.1477
H (5.36590, -1.51927, -4.30497)  0.1765
H (3.04300, -2.64556, -3.01304)  0.1286
H (3.54986, -2.70069, -4.72010)  0.1973
H (4.64247, -4.77806, -4.54895)  0.1599
H (3.11990, -4.91060, -3.69099)  0.1342
H (5.74036, -5.51040, -2.63860)  0.1681
H (5.19014, -4.08368, -1.71226)  0.1390
H (2.06321, -5.53344, -1.44935)  0.1502
H (2.94812, -5.38293, 0.10219)  0.1484
H (3.01341, -4.03288, -1.04206)  0.0853
Hf (-6.53900, 1.58134, 3.18760)  1.7269

***

# 4
Entry from OMol25: a molecular structure, C46H46BaClN7O5S2 at a distorted geometry (ωB97M-V/def2-TZVPD).

Orbital gap   7.861 eV
Total energy   -104006.75770 eV
Total charge   0
Relative energy (zero: lowest compared OMol25 entry of this formula, charge and spin)   18.1 kcal/mol

Each line ends with the Löwdin charge.
Positions of all 108 atoms, in Å:
Ba (-0.26790, -0.39719, 0.68613)  1.9739
C (-2.48743, -1.71421, -2.38833)  -0.1828
C (-3.34636, -2.09583, -1.18751)  -0.1058
C (-4.05419, -0.91678, -0.54583)  -0.2783
C (-4.88622, -1.13547, 0.55186)  -0.0213
C (-5.53569, -0.05861, 1.11871)  -0.0599
C (-5.33801, 1.20628, 0.58044)  -0.0776
C (-4.48911, 1.32506, -0.50190)  -0.1520
N (-3.86042, 0.29250, -1.06366)  0.1085
N (-1.05066, -1.65258, -2.06193)  -0.1917
C (-0.49789, -3.00259, -2.13848)  -0.1372
C (0.85324, -3.18576, -1.49784)  -0.2833
C (1.91792, -3.72845, -2.20775)  -0.0257
C (3.10269, -3.99604, -1.53960)  -0.0773
C (3.18647, -3.71586, -0.18504)  -0.0802
C (2.08687, -3.14434, 0.43732)  -0.1489
N (0.95040, -2.88350, -0.20204)  0.0246
C (-0.35386, -0.76724, -2.99435)  -0.1416
C (-0.76510, 0.67425, -2.83599)  -0.2850
C (-1.20189, 1.41448, -3.92664)  -0.0099
C (-1.56014, 2.74013, -3.74195)  -0.0518
C (-1.47700, 3.28468, -2.47253)  -0.0577
C (-1.03616, 2.47313, -1.43898)  -0.1314
N (-0.68240, 1.20275, -1.61377)  0.0114
H (-2.64534, -2.41831, -3.21791)  0.1254
H (-2.79706, -0.72821, -2.72874)  0.0990
H (-4.09543, -2.84071, -1.46194)  0.1250
H (-2.74038, -2.59246, -0.42134)  0.0945
H (-4.99603, -2.13918, 0.94401)  0.0837
H (-6.18419, -0.20015, 1.97391)  0.1089
H (-5.82530, 2.07896, 0.99405)  0.0990
H (-4.29774, 2.29412, -0.95224)  0.0997
H (-1.18693, -3.67090, -1.61550)  0.1366
H (-0.45467, -3.34371, -3.18530)  0.1282
H (1.81404, -3.94890, -3.26161)  0.1164
H (3.94318, -4.43010, -2.06540)  0.1114
H (4.08220, -3.93730, 0.37966)  0.1072
H (2.09536, -2.89616, 1.49413)  0.0997
H (0.71797, -0.83730, -2.79146)  0.1019
H (-0.52698, -1.08012, -4.03707)  0.1322
H (-1.27129, 0.95171, -4.90219)  0.1153
H (-1.90940, 3.33460, -4.57623)  0.1095
H (-1.75409, 4.31202, -2.28120)  0.1058
H (-0.95751, 2.84697, -0.42265)  0.1066
O (1.98228, 0.12030, 1.53892)  -0.7800
S (2.58094, -0.03525, 2.90012)  1.0008
C (4.31450, -0.50374, 2.59556)  -0.3057
C (5.14882, 0.48540, 1.81174)  -0.2122
C (4.63900, 0.71280, 0.38527)  -0.2189
C (4.86097, -0.53252, -0.47478)  -0.2960
S (3.72158, -0.72821, -1.88951)  1.0015
O (2.35145, -0.86090, -1.31972)  -0.5439
C (3.83975, 0.94849, -2.52025)  -0.3839
C (4.98338, 1.35511, -3.19173)  -0.0879
C (5.05616, 2.65337, -3.67231)  -0.0759
C (3.98488, 3.52096, -3.49261)  -0.0758
C (2.83904, 3.09245, -2.83635)  -0.0569
C (2.76100, 1.79612, -2.34542)  -0.0641
C (2.88105, 1.61297, 3.53475)  -0.3712
C (2.35790, 2.70526, 2.86757)  -0.0522
C (2.61477, 3.97708, 3.36119)  -0.0658
C (3.38590, 4.14300, 4.50275)  -0.0801
C (3.88833, 3.03500, 5.17413)  -0.0749
C (3.62508, 1.76163, 4.69826)  -0.1017
H (4.24396, -1.47747, 2.10458)  0.0774
H (4.74287, -0.68417, 3.58360)  0.0947
H (6.17619, 0.10575, 1.77589)  0.1232
H (5.20822, 1.42973, 2.35337)  0.1100
H (5.17346, 1.55723, -0.05390)  0.1205
H (3.58096, 0.97135, 0.40052)  0.0855
H (4.68629, -1.45595, 0.08380)  0.0624
H (5.87183, -0.57829, -0.88805)  0.0980
H (5.80617, 0.66509, -3.34064)  0.1115
H (5.94359, 2.98586, -4.19402)  0.1058
H (4.04216, 4.53165, -3.87422)  0.1047
H (2.00210, 3.76568, -2.70663)  0.1050
H (1.87646, 1.42830, -1.83490)  0.0894
H (1.73352, 2.55052, 1.99920)  0.0962
H (2.20223, 4.83978, 2.85428)  0.1122
H (3.58313, 5.13748, 4.88166)  0.1080
H (4.47223, 3.16171, 6.07637)  0.1116
H (3.99012, 0.89347, 5.23663)  0.1054
C (0.20637, 4.16157, 5.93863)  -0.0285
C (0.21997, 2.66026, 5.88283)  -0.1912
C (1.07887, 1.91241, 6.66838)  -0.0879
C (1.08039, 0.52772, 6.58754)  -0.6771
Cl (2.21806, -0.38066, 7.54902)  0.6431
C (0.21322, -0.13187, 5.74019)  -0.1040
C (-0.66792, 0.60693, 4.96025)  0.0026
C (-0.65825, 1.99380, 5.01955)  -0.2272
O (-1.47144, 2.80481, 4.29928)  -0.0223
C (-2.38089, 2.20819, 3.40016)  -0.0822
C (-1.69877, 1.50377, 2.22583)  -0.7358
O (-2.36006, 0.61984, 1.63692)  -0.2106
O (-0.52274, 1.82892, 1.93326)  -0.1909
H (0.97892, 4.53025, 6.61275)  0.0786
H (-0.76305, 4.52813, 6.28015)  0.0872
H (0.37394, 4.57960, 4.94608)  0.0723
H (1.76263, 2.41193, 7.34307)  0.1119
H (0.21656, -1.21060, 5.66695)  0.1075
H (-1.34514, 0.06751, 4.31177)  0.1023
H (-2.99428, 3.02124, 3.01226)  0.1395
H (-3.04090, 1.49157, 3.89511)  0.1379
N (-0.42733, -2.00879, 2.71501)  -0.0565
C (-1.40544, -2.60874, 2.95446)  -0.4138
N (-2.47614, -3.23555, 3.29406)  0.0614
C (-3.22410, -3.75558, 2.34086)  -0.4114
N (-3.91668, -4.23183, 1.54082)  0.0933